## 1
Molecular formula: C6H13NO
Method: DFT, ωB97M-V/def2-TZVPD

Geometry as XYZ:
```
21
Properties=species:S:1:pos:R:3:lowdin_charge:R:1
C 2.152 -1.586 0.737 -0.043
N -0.577 -0.808 0.989 0.100
C 0.231 -0.394 -0.149 -0.237
C 1.471 -0.691 -0.196 -0.018
C -2.097 1.937 -2.292 -0.002
C -1.415 1.143 -1.114 0.024
C -0.445 0.194 -1.332 0.043
H 2.557 -0.991 1.564 0.113
H 3.023 -2.027 0.211 0.112
H 1.625 -2.241 1.478 0.122
H -1.378 -0.248 1.051 0.064
H -1.029 -1.761 0.829 0.172
H 2.279 -0.465 -0.980 0.184
H -1.892 2.931 -2.220 0.056
H -3.117 1.785 -2.108 0.074
H -1.854 1.509 -3.252 0.089
H -1.712 1.491 -0.160 0.106
H -0.311 -0.116 -2.246 0.074
H 0.477 -0.500 2.672 0.011
H 0.889 0.894 3.218 0.053
O 1.123 -0.056 3.302 -0.097
```

Properties
**HOMO-LUMO gap (spin up / spin down)**: 10.23 / 6.13 eV
**LUMO (spin up / spin down)**: -4.08 / -8.13 eV
**2S+1**: 2
**⟨S²⟩**: 0.766
**Charge**: +1

***

## 2
Molecular formula: C6H13NO
Method: DFT, ωB97M-V/def2-TZVPD

Geometry as XYZ:
```
21
Properties=species:S:1:pos:R:3:nbo_charge:R:1
C -0.081 -0.790 2.103 -0.720
C -0.613 -0.932 0.747 0.287
C -0.733 0.165 -0.108 0.120
N -0.228 1.403 0.206 -0.680
C -1.176 -2.231 0.294 -0.521
C -0.281 -3.131 -0.529 -0.164
C 1.037 -3.023 -0.536 -0.359
H -0.817 -0.840 2.911 0.297
H 0.620 -1.600 2.309 0.274
H 0.459 0.136 2.262 0.253
H -1.345 0.190 -1.009 0.230
H 0.775 1.359 -0.039 0.424
H -0.576 2.122 -0.423 0.409
H -1.989 -1.979 -0.386 0.249
H -1.666 -2.702 1.150 0.256
H -0.855 -3.890 -1.061 0.236
H 1.761 -3.615 -1.050 0.232
H 1.537 -2.253 0.050 0.175
H 1.136 6.224 -2.649 0.466
H 1.421 7.129 -1.523 0.472
O 1.510 6.197 -1.758 -0.938
```

Properties
**HOMO-LUMO gap (spin up / spin down)**: 9.84 / 6.36 eV
**LUMO (spin up / spin down)**: -3.92 / -7.40 eV
**2S+1**: 2
**⟨S²⟩**: 0.755
**Charge**: +1

***

According to the calculations, the structures order from most to least stable as 2, 1.

***

## 1
Molecular formula: C38H36IN14OSSiY
Method: DFT, ωB97M-V/def2-TZVPD

Geometry as XYZ:
```
93
Properties=species:S:1:pos:R:3:lowdin_charge:R:1
Y -1.074 0.453 -0.967 1.246
N -4.057 -1.380 0.511 0.128
C -2.885 -2.096 0.651 -0.481
N -2.799 -3.212 1.371 0.025
N -1.511 -3.569 1.270 -0.079
N -0.877 -2.722 0.541 -0.106
N -1.720 -1.750 0.111 -0.023
C -4.332 -0.652 -0.641 -0.519
N -5.566 -0.493 -1.087 0.005
N -5.409 0.268 -2.194 -0.114
N -4.171 0.535 -2.388 -0.079
N -3.426 -0.033 -1.400 -0.084
H -4.862 -1.862 0.876 0.123
I 1.898 1.232 -2.630 1.051
C 0.872 2.228 -4.136 -0.650
C 1.517 2.482 -5.314 -0.187
C 0.880 3.252 -6.307 -0.117
C -0.355 3.774 -6.059 -0.064
C -1.024 3.525 -4.836 -0.185
C -2.278 4.128 -4.577 -0.070
C -2.899 3.902 -3.388 -0.090
C -2.332 3.019 -2.440 -0.171
C -1.132 2.355 -2.620 -0.232
C -0.445 2.686 -3.840 -0.285
H 2.519 2.106 -5.478 0.074
H 1.385 3.444 -7.246 0.088
H -0.849 4.401 -6.795 0.099
H -2.716 4.770 -5.335 0.096
H -3.855 4.367 -3.174 0.095
H -2.912 2.850 -1.537 0.057
C 1.112 -4.795 -1.445 0.002
C 0.319 -4.106 -2.487 -0.335
N -0.330 -4.660 -3.460 0.101
N -0.933 -3.606 -4.100 0.009
C -0.700 -2.413 -3.522 -0.798
S -1.322 -0.919 -3.893 0.629
N 0.152 -2.742 -2.505 -0.080
N 0.625 -1.812 -1.595 0.047
H 1.095 -5.867 -1.632 0.082
H 0.675 -4.587 -0.466 0.067
H 2.144 -4.437 -1.435 0.065
H -1.584 -3.759 -4.844 0.136
H 0.431 -2.175 -0.653 0.024
H 1.620 -1.679 -1.721 0.043
C 3.991 0.300 3.056 -0.100
C 2.888 0.962 2.220 -0.587
C 2.175 1.983 3.116 -0.090
C 3.535 1.721 1.059 -0.109
Si 1.610 -0.321 1.559 0.444
O 0.747 0.260 0.352 -0.488
C 2.621 -1.830 0.963 -0.206
C 3.521 -1.671 -0.098 -0.125
C 4.332 -2.708 -0.538 -0.101
C 4.263 -3.949 0.082 -0.129
C 3.359 -4.141 1.114 -0.106
C 2.548 -3.097 1.540 -0.089
C 0.588 -0.871 3.045 -0.215
C -0.758 -0.506 3.085 -0.084
C -1.561 -0.815 4.174 -0.073
C -1.031 -1.500 5.255 -0.105
C 0.307 -1.869 5.242 -0.104
C 1.103 -1.551 4.150 -0.121
H 4.719 1.059 3.373 0.076
H 4.532 -0.468 2.499 0.069
H 3.591 -0.159 3.964 0.063
H 2.913 2.684 3.529 0.079
H 1.660 1.507 3.952 0.078
H 1.435 2.569 2.566 0.051
H 4.126 2.561 1.450 0.078
H 2.787 2.124 0.375 0.042
H 4.220 1.094 0.485 0.062
H 3.584 -0.714 -0.605 0.069
H 5.018 -2.544 -1.362 0.097
H 4.897 -4.763 -0.252 0.093
H 3.269 -5.115 1.583 0.099
H 1.825 -3.280 2.327 0.093
H -1.189 0.029 2.250 0.065
H -2.605 -0.523 4.164 0.104
H -1.657 -1.751 6.104 0.091
H 0.733 -2.411 6.079 0.089
H 2.146 -1.851 4.166 0.087
N -3.293 5.452 4.698 0.105
C -3.001 4.711 3.865 -0.216
C -2.636 3.791 2.827 -0.269
C -3.614 3.015 2.207 -0.055
C -3.246 2.123 1.210 -0.130
C -1.913 1.944 0.795 -0.223
C -0.972 2.766 1.443 -0.145
C -1.303 3.674 2.436 -0.054
H -4.650 3.115 2.510 0.105
H -4.038 1.545 0.743 0.072
H 0.073 2.681 1.150 0.066
H -0.545 4.284 2.914 0.105
```

Properties
**HOMO-LUMO gap**: 6.83 eV
**LUMO**: 3.73 eV
**Charge**: -2

***

## 2
Molecular formula: C38H36IN14OSSiY
Method: DFT, ωB97M-V/def2-TZVPD

Geometry as XYZ:
```
93
Properties=species:S:1:pos:R:3:lowdin_charge:R:1
Y -0.222 -0.153 0.154 1.250
N -3.279 -1.163 2.068 0.134
C -2.093 -1.136 2.784 -0.489
N -2.042 -1.321 4.090 0.010
N -0.729 -1.184 4.384 -0.106
N -0.050 -0.943 3.320 -0.068
N -0.897 -0.902 2.258 -0.088
C -3.354 -1.379 0.710 -0.480
N -4.456 -1.826 0.124 0.016
N -4.127 -1.906 -1.177 -0.100
N -2.913 -1.532 -1.358 -0.099
N -2.366 -1.173 -0.161 -0.051
H -4.084 -1.465 2.590 0.126
I 2.546 1.151 1.496 0.994
C 1.328 2.148 2.889 -0.622
C 1.909 2.539 4.058 -0.179
C 1.148 3.285 4.985 -0.105
C -0.134 3.636 4.683 -0.056
C -0.734 3.234 3.464 -0.176
C -2.055 3.631 3.135 -0.061
C -2.612 3.224 1.961 -0.083
C -1.903 2.363 1.086 -0.148
C -0.617 1.929 1.333 -0.240
C -0.021 2.425 2.537 -0.267
H 2.936 2.282 4.277 0.077
H 1.596 3.580 5.927 0.090
H -0.721 4.230 5.377 0.100
H -2.602 4.261 3.829 0.097
H -3.616 3.541 1.697 0.091
H -2.418 2.033 0.187 0.062
C -0.920 -3.826 -3.906 -0.002
C 0.373 -3.103 -3.943 -0.342
N 1.455 -3.480 -4.558 0.101
N 2.351 -2.494 -4.259 0.006
C 1.866 -1.528 -3.449 -0.813
S 2.630 -0.153 -2.882 0.566
N 0.578 -1.931 -3.272 -0.070
N -0.328 -1.310 -2.436 0.075
H -0.879 -4.661 -4.600 0.078
H -1.744 -3.164 -4.178 0.083
H -1.119 -4.200 -2.900 0.084
H 3.307 -2.555 -4.555 0.135
H -1.262 -1.717 -2.484 0.044
H -0.389 -0.291 -2.597 0.021
C -1.929 3.227 -5.294 -0.100
C -1.011 2.289 -4.501 -0.588
C -1.124 0.870 -5.075 -0.090
C 0.437 2.752 -4.707 -0.101
Si -1.418 2.371 -2.627 0.463
O -0.714 1.223 -1.769 -0.436
C -3.312 2.436 -2.406 -0.198
C -4.189 1.533 -3.017 -0.098
C -5.558 1.571 -2.795 -0.096
C -6.098 2.525 -1.945 -0.109
C -5.255 3.427 -1.313 -0.097
C -3.885 3.375 -1.540 -0.115
C -0.781 4.059 -2.040 -0.214
C 0.337 4.064 -1.201 -0.079
C 0.891 5.250 -0.737 -0.081
C 0.337 6.467 -1.108 -0.113
C -0.777 6.489 -1.939 -0.108
C -1.327 5.297 -2.392 -0.117
H -1.666 3.182 -6.359 0.074
H -1.811 4.265 -4.973 0.062
H -2.984 2.965 -5.197 0.069
H -1.063 0.909 -6.171 0.078
H -2.053 0.360 -4.816 0.062
H -0.300 0.245 -4.732 0.056
H 0.689 2.719 -5.776 0.079
H 1.145 2.113 -4.174 0.041
H 0.585 3.778 -4.361 0.072
H -3.800 0.753 -3.658 0.085
H -6.200 0.838 -3.269 0.095
H -7.166 2.552 -1.761 0.090
H -5.660 4.164 -0.628 0.093
H -3.246 4.079 -1.020 0.089
H 0.759 3.115 -0.889 0.077
H 1.747 5.221 -0.074 0.098
H 0.763 7.395 -0.744 0.088
H -1.223 7.436 -2.223 0.088
H -2.211 5.335 -3.021 0.093
N 3.532 -7.051 -0.190 0.104
C 3.022 -6.018 -0.147 -0.214
C 2.393 -4.726 -0.097 -0.272
C 1.003 -4.617 -0.059 -0.066
C 0.415 -3.362 -0.019 -0.158
C 1.142 -2.153 0.002 -0.255
C 2.538 -2.329 -0.028 -0.188
C 3.164 -3.565 -0.084 -0.061
H 0.396 -5.516 -0.059 0.104
H -0.674 -3.334 -0.002 0.073
H 3.187 -1.458 -0.036 0.022
H 4.245 -3.641 -0.116 0.104
```

Properties
**HOMO-LUMO gap**: 7.15 eV
**LUMO**: 3.95 eV
**Charge**: -2

***

According to the calculations, the structures order from most to least stable as 1, 2.

***

## 1
Molecular formula: CH3O3
Method: DFT, ωB97M-V/def2-TZVPD

Geometry as XYZ:
```
7
Properties=species:S:1:pos:R:3:nbo_charge:R:1
C 1.128 0.071 0.022 -0.169
O -2.651 -0.036 -0.018 0.125
O -0.622 0.248 0.103 -0.158
O -1.615 -0.460 -0.392 0.401
H 1.248 -1.015 -0.251 0.258
H 1.212 1.050 -0.602 0.288
H 1.300 0.142 1.137 0.256
```

Properties
**HOMO-LUMO gap (spin up / spin down)**: 9.84 / 9.93 eV
**LUMO (spin up / spin down)**: -9.15 / -9.10 eV
**Charge**: +1

***

## 2
Molecular formula: CH3O3
Method: DFT, ωB97M-V/def2-TZVPD

Geometry as XYZ:
```
7
Properties=species:S:1:pos:R:3:nbo_charge:R:1
C 1.053 -0.407 -0.366 0.712
O -1.170 0.793 -0.027 -0.401
O 1.891 0.230 0.010 -0.261
O -0.466 -0.278 0.677 -0.400
H 0.651 -0.988 -1.217 0.276
H -0.886 1.715 0.117 0.522
H -1.073 -1.064 0.804 0.552
```

Properties
**HOMO-LUMO gap**: 11.48 eV
**LUMO**: -6.01 eV
**Charge**: +1

***

According to the calculations, the structures order from most to least stable as 2, 1.

***

## 1
Molecular formula: C3H6NO2
Method: DFT, ωB97M-V/def2-TZVPD

Geometry as XYZ:
```
12
Properties=species:S:1:pos:R:3:nbo_charge:R:1
C 1.355 0.096 -0.415 -0.442
C 1.282 0.082 1.106 0.108
C 0.148 -0.485 0.236 0.270
N -1.281 -0.382 0.047 -0.677
O 1.532 -1.192 1.636 -0.190
O 0.547 -1.884 0.837 -0.212
H 1.359 1.006 -0.927 0.262
H 1.968 -0.560 -0.873 0.258
H 1.350 0.912 1.682 0.233
H -1.776 -0.224 0.855 0.446
H -1.624 -1.298 -0.449 0.487
H -1.553 0.464 -0.459 0.460
```

Properties
**HOMO-LUMO gap**: 10.09 eV
**LUMO**: -4.32 eV
**SMILES**: [NH3+][C@@]12C[C@@H]1OO2
**Charge**: +1

***

## 2
Molecular formula: C3H6NO2
Method: DFT, ωB97M-V/def2-TZVPD

Geometry as XYZ:
```
12
Properties=species:S:1:pos:R:3:nbo_charge:R:1
C -2.413 -0.086 0.192 -0.034
C -1.299 0.689 -0.155 -0.118
C 2.132 0.070 -0.001 -0.333
N -0.121 -0.007 -0.081 0.395
O 0.136 -1.528 0.085 -0.318
O 0.951 0.734 0.052 -0.157
H -3.400 0.147 0.354 0.246
H -2.074 -1.135 0.236 0.253
H -1.228 1.791 -0.326 0.292
H 2.012 -1.034 0.434 0.279
H 2.990 0.551 0.320 0.254
H 2.314 -0.192 -1.108 0.240
```

Properties
**HOMO-LUMO gap (spin up / spin down)**: 7.96 / 7.96 eV
**LUMO (spin up / spin down)**: -8.11 / -8.11 eV
**SMILES**: C=C[N+](=O)OC
**Charge**: +1

***

## 3
Molecular formula: C3H6NO2
Method: DFT, ωB97M-V/def2-TZVPD

Geometry as XYZ:
```
12
Properties=species:S:1:pos:R:3:nbo_charge:R:1
C 1.303 -0.125 0.073 0.128
C -1.236 -0.468 0.517 0.565
C -1.532 0.881 -0.093 -0.760
N 2.473 -0.127 -0.016 -0.136
O -1.581 -1.574 0.084 -0.491
O 3.729 -0.389 0.206 -0.420
H -0.516 -0.363 1.300 0.233
H -0.646 1.474 0.126 0.286
H -2.489 1.466 0.211 0.311
H -1.578 0.693 -1.176 0.250
H -2.139 -1.434 -0.710 0.526
H 4.213 -0.035 -0.522 0.508
```

Properties
**HOMO-LUMO gap**: 10.13 eV
**LUMO**: -5.26 eV
**Charge**: +1

***

## 4
Molecular formula: C3H6NO2
Method: DFT, ωB97M-V/def2-TZVPD

Geometry as XYZ:
```
12
Properties=species:S:1:pos:R:3:nbo_charge:R:1
C -2.421 -0.113 -0.011 1.051
C 0.715 1.423 -0.056 -0.391
C 0.500 0.250 0.514 -0.018
N 1.075 -1.057 -0.112 -0.748
O -3.394 0.384 -0.377 -0.436
O -1.492 -0.682 0.375 -0.586
H 0.971 1.524 -1.116 0.221
H 0.397 2.329 0.352 0.251
H 0.010 0.117 1.491 0.259
H 0.522 -1.451 -0.957 0.456
H 1.157 -1.903 0.551 0.477
H 1.960 -0.821 -0.653 0.463
```

Properties
**HOMO-LUMO gap**: 11.19 eV
**LUMO**: -4.00 eV
**Charge**: +1

***

According to the calculations, the structures order from most to least stable as 4, 3, 1, 2.

***

## 1
Molecular formula: C2H9N2S
Method: DFT, ωB97M-V/def2-TZVPD

Geometry as XYZ:
```
14
Properties=species:S:1:pos:R:3:nbo_charge:R:1
C -1.454 -0.289 0.107 -0.292
C -0.472 -0.994 -0.825 -0.275
N 2.597 -0.500 0.645 -0.922
N -1.081 1.226 0.127 -0.748
S 1.756 0.412 -0.528 0.193
H -1.421 -0.736 1.033 0.227
H -2.420 -0.549 -0.133 0.245
H -0.210 -1.873 -0.414 0.219
H -0.616 -0.613 -1.860 0.228
H 3.437 -0.784 0.179 0.406
H 2.635 0.061 1.477 0.396
H 0.026 1.332 -0.203 0.429
H -1.293 1.635 1.078 0.458
H -1.484 1.673 -0.683 0.434
```

Properties
**HOMO-LUMO gap (spin up / spin down)**: 7.70 / 7.70 eV
**LUMO (spin up / spin down)**: -5.09 / -5.09 eV
**Charge**: +1

***

## 2
Molecular formula: C2H9N2S
Method: DFT, ωB97M-V/def2-TZVPD

Geometry as XYZ:
```
14
Properties=species:S:1:pos:R:3:nbo_charge:R:1
C 0.162 0.976 1.940 -0.804
C -0.782 -0.660 0.006 0.033
N -1.363 0.392 -0.534 -0.701
N 1.274 -1.121 -1.629 -1.096
S 0.229 -0.683 1.351 0.512
H 0.245 1.574 1.019 0.222
H 1.065 1.164 2.511 0.280
H -0.762 1.258 2.565 0.270
H -1.109 -1.606 -0.423 0.270
H -1.353 1.291 -0.140 0.419
H -1.874 0.303 -1.439 0.443
H 2.122 -1.274 -1.161 0.392
H 0.983 -1.553 -2.472 0.399
H 1.163 -0.061 -1.595 0.360
```

Properties
**HOMO-LUMO gap**: 9.26 eV
**LUMO**: -4.43 eV
**Charge**: +1

***

According to the calculations, the structures order from most to least stable as 2, 1.

***

## 1
Molecular formula: C2H9N2S
Method: DFT, ωB97M-V/def2-TZVPD

Geometry as XYZ:
```
14
Properties=species:S:1:pos:R:3:nbo_charge:R:1
C -0.455 0.539 -0.259 -0.776
C -1.608 0.106 0.516 0.289
N 1.759 -0.813 0.027 -1.094
N -2.515 -0.584 -0.167 -0.660
S 3.001 0.143 -0.044 0.764
H -0.038 1.492 0.067 0.251
H -0.500 0.392 -1.289 0.230
H 0.472 -0.297 -0.044 0.371
H -1.721 0.146 1.554 0.222
H 1.808 -1.492 -0.692 0.384
H -3.330 -0.985 0.194 0.431
H 2.266 1.459 -0.047 0.078
H -2.283 -0.448 -1.088 0.406
H 3.145 0.342 1.273 0.104
```

Properties
**HOMO-LUMO gap**: 9.14 eV
**LUMO**: -3.84 eV
**Charge**: +1

***

## 2
Molecular formula: C2H9N2S
Method: DFT, ωB97M-V/def2-TZVPD

Geometry as XYZ:
```
14
Properties=species:S:1:pos:R:3:nbo_charge:R:1
C -0.879 -2.061 0.087 -0.690
C 0.492 -1.482 0.047 0.274
N 0.854 -0.247 -0.040 -0.617
N -0.622 2.290 0.060 -1.085
S 2.467 0.381 -0.021 0.275
H -1.240 -2.015 -0.899 0.273
H -1.467 -1.336 0.540 0.249
H -0.943 -3.138 0.424 0.285
H 1.405 -2.055 0.037 0.215
H 0.300 0.720 -0.243 0.475
H -0.603 2.053 1.034 0.382
H -1.494 2.099 -0.386 0.398
H -0.334 3.251 0.071 0.404
H 2.063 1.541 -0.712 0.162
```

Properties
**HOMO-LUMO gap**: 9.92 eV
**LUMO**: -4.26 eV
**Charge**: +1

***

According to the calculations, the structures order from most to least stable as 2, 1.